# C45H47F5O7S2

A cluster of 6 separate species, C45H47F5O7S2 in total in a non-equilibrium geometry (wB97M-V/def2-TZVPD, the OMol25 dataset).

Element x y z (Å)
O1 1.717 1.663 -6.301
S1 1.211 3.125 -6.535
O2 -0.351 3.208 -6.347
O3 1.578 3.679 -8.136
C1 2.113 4.211 -5.296
C2 3.135 3.388 -4.291
C3 4.524 2.891 -5.013
C4 5.749 2.540 -3.966
C5 6.215 0.942 -4.069
C6 4.966 0.082 -3.385
C7 5.357 -0.586 -1.928
C8 6.406 0.419 -1.124
C9 6.207 0.227 0.498
O4 6.005 1.500 1.206
C10 4.635 2.015 1.057
C11 4.443 3.670 0.904
C12 2.962 4.406 0.777
C13 1.578 3.472 0.816
C14 1.738 1.833 0.938
C15 3.250 1.137 1.069
O5 7.756 0.080 -1.619
S2 7.878 0.593 -3.276
O6 8.515 -0.591 -4.098
O7 8.810 1.832 -3.302
H1 1.816 2.860 -8.685
H2 1.341 4.863 -4.662
H3 2.725 5.006 -5.942
H4 2.528 2.512 -3.765
H5 3.409 4.144 -3.422
H6 4.269 1.871 -5.569
H7 4.877 3.728 -5.778
H8 5.375 2.845 -2.898
H9 6.678 3.216 -4.233
H10 6.214 0.692 -5.223
H11 4.790 -0.837 -4.124
H12 3.959 0.682 -3.359
H13 5.907 -1.613 -2.186
H14 4.419 -0.886 -1.281
H15 6.216 1.563 -1.349
H16 7.241 -0.214 0.901
H17 5.405 -0.598 0.715
H18 5.387 4.362 0.894
H19 2.948 5.577 0.692
H20 0.513 4.004 0.756
H21 0.765 1.172 0.954
H22 3.318 -0.038 1.185
F1 2.740 -1.336 3.542
C16 1.970 -0.778 4.485
C17 0.730 -0.255 4.135
C18 -0.074 0.322 5.118
C19 0.376 0.379 6.439
C20 1.624 -0.145 6.780
C21 2.423 -0.731 5.799
H23 0.401 -0.300 3.102
H24 -1.049 0.727 4.856
H25 -0.250 0.833 7.205
H26 1.974 -0.096 7.808
H27 3.392 -1.151 6.047
F2 -0.637 -0.069 1.177
C22 -1.855 0.086 0.642
C23 -2.039 1.004 -0.386
C24 -3.306 1.162 -0.947
C25 -4.379 0.407 -0.466
C26 -4.185 -0.509 0.569
C27 -2.915 -0.674 1.122
H28 -1.196 1.588 -0.741
H29 -3.459 1.872 -1.756
H30 -5.368 0.534 -0.901
H31 -5.022 -1.092 0.944
H32 -2.745 -1.388 1.921
F3 -7.118 -0.305 -1.168
C28 -7.265 -0.568 -2.473
C29 -7.284 0.482 -3.385
C30 -7.431 0.208 -4.745
C31 -7.569 -1.113 -5.177
C32 -7.554 -2.160 -4.254
C33 -7.395 -1.887 -2.896
H33 -7.184 1.502 -3.029
H34 -7.440 1.022 -5.466
H35 -7.689 -1.325 -6.237
H36 -7.665 -3.187 -4.593
H37 -7.372 -2.689 -2.166
F4 1.786 -2.993 7.441
C34 2.479 -4.104 7.158
C35 3.096 -4.228 5.918
C36 3.822 -5.382 5.625
C37 3.914 -6.405 6.571
C38 3.286 -6.274 7.811
C39 2.570 -5.115 8.108
H38 3.008 -3.426 5.192
H39 4.315 -5.485 4.661
H40 4.476 -7.308 6.340
H41 3.355 -7.073 8.545
H42 2.083 -4.992 9.070
F5 -7.784 -1.832 2.283
C40 -9.002 -1.677 1.748
C41 -9.186 -0.759 0.720
C42 -10.454 -0.601 0.159
C43 -11.526 -1.356 0.640
C44 -11.332 -2.272 1.675
C45 -10.063 -2.437 2.229
H43 -8.343 -0.175 0.365
H44 -10.606 0.109 -0.650
H45 -12.515 -1.229 0.205
H46 -12.169 -2.855 2.051
H47 -9.892 -3.151 3.028

Calculated values
* F_max: 7.35 eV/Å
* HOMO-LUMO gap: 8.483 eV
* net charge: 0
* LUMO: -0.014 eV
* E: -97000.74589 eV
* molar mass: 858.99 g/mol
* SMILES: O=S(=O)(O)CCCC[C@@H]1CC[C@@H](COc2ccccc2)OS1(=O)=O.Fc1ccccc1.Fc1ccccc1.Fc1ccccc1.Fc1ccccc1.Fc1ccccc1

These are the Mulliken partial charges, in e, on atoms 1 to 99: number 1, O, carries -0.58; number 2, S, carries 1.08; number 3, O, carries -0.59; number 4, O, carries -0.49; number 5, C, carries -0.70; number 6, C, carries -0.54; number 7, C, carries -0.54; number 8, C, carries -0.34; number 9, C, carries -0.43; number 10, C, carries -0.32; number 11, C, carries -0.48; number 12, C, carries 0.79; number 13, C, carries -0.73; number 14, O, carries -0.42; number 15, C, carries 0.46; number 16, C, carries -0.40; number 17, C, carries -0.37; number 18, C, carries -0.46; number 19, C, carries 0.10; number 20, C, carries -0.02; number 21, O, carries -0.46; number 22, S, carries 1.16; number 23, O, carries -0.65; number 24, O, carries -0.64; number 25, H, carries 0.37; number 26, H, carries 0.37; number 27, H, carries 0.37; number 28, H, carries 0.24; number 29, H, carries 0.38; number 30, H, carries 0.29; number 31, H, carries 0.34; number 32, H, carries 0.12; number 33, H, carries 0.38; number 34, H, carries 0.48; number 35, H, carries 0.30; number 36, H, carries -0.03; number 37, H, carries 0.31; number 38, H, carries 0.28; number 39, H, carries -0.05; number 40, H, carries 0.32; number 41, H, carries 0.18; number 42, H, carries 0.32; number 43, H, carries 0.29; number 44, H, carries 0.29; number 45, H, carries 0.03; number 46, H, carries 0.15; number 47, F, carries -0.37; number 48, C, carries -0.01; number 49, C, carries -0.09; number 50, C, carries -0.47; number 51, C, carries -0.52; number 52, C, carries -0.56; number 53, C, carries -0.21; number 54, H, carries 0.46; number 55, H, carries 0.41; number 56, H, carries 0.37; number 57, H, carries 0.39; number 58, H, carries 0.63; number 59, F, carries -0.29; number 60, C, carries 0.47; number 61, C, carries -0.41; number 62, C, carries -0.69; number 63, C, carries -0.28; number 64, C, carries -0.45; number 65, C, carries -0.67; number 66, H, carries 0.42; number 67, H, carries 0.38; number 68, H, carries 0.46; number 69, H, carries 0.46; number 70, H, carries 0.42; number 71, F, carries -0.24; number 72, C, carries 0.35; number 73, C, carries -0.37; number 74, C, carries -0.43; number 75, C, carries -0.47; number 76, C, carries -0.47; number 77, C, carries -0.26; number 78, H, carries 0.41; number 79, H, carries 0.36; number 80, H, carries 0.37; number 81, H, carries 0.36; number 82, H, carries 0.42; number 83, F, carries -0.18; number 84, C, carries 0.19; number 85, C, carries 0.01; number 86, C, carries -0.57; number 87, C, carries -0.43; number 88, C, carries -0.44; number 89, C, carries -0.46; number 90, H, carries 0.41; number 91, H, carries 0.36; number 92, H, carries 0.36; number 93, H, carries 0.36; number 94, H, carries 0.41; number 95, F, carries -0.27; number 96, C, carries 0.35; number 97, C, carries -0.26; number 98, C, carries -0.44; number 99, C, carries -0.48

---

# H2N3O

The ion H2N3O with charge -1 in a non-equilibrium geometry (wB97M-V/def2-TZVPD, the OMol25 dataset).

Element x y z (Å)
N1 0.797 1.056 0.004
N2 0.499 -1.193 -0.002
N3 0.108 -0.002 -0.038
O1 -1.554 0.079 0.006
H1 0.239 1.796 -0.132
H2 -0.427 -1.606 -0.276

Calculated values
* F_max: 5.40 eV/Å
* HOMO-LUMO gap (spin up / spin down): 6.298 / 7.882 eV
* spin multiplicity: 3
* net charge: -1
* LUMO (spin up / spin down): 5.879 / 4.461 eV
* E: -6543.61438 eV
* relative energy (zero: lowest compared OMol25 entry of this formula, charge and spin): 52.3 kcal per mole
* <S²>: 2.01
* molar mass: 60.04 g/mol

The computed Mulliken charges, all in e, follow: number 1, N, carries -1.02; number 2, N, carries -0.82; number 3, N, carries 1.03; number 4, O, carries -0.57; number 5, H, carries 0.19; number 6, H, carries 0.19

---

Q: Which value of E does entry 1 give?
A: -97000.74589 eV